#i
This record from OMol25 describes an isolated molecule of C4H10O2. The level of theory is ωB97M-V/def2-TZVPD.

Each line ends with the natural charge from an NBO analysis.
Positions of all 16 atoms, in Å:
C: 1.86 0.85 0.25  -0.25
O: 0.45 0.87 0.38  -0.56
C: -0.24 -0.16 -0.31  0.07
C: 0.09 -1.56 0.19  -0.64
C: -1.71 0.19 -0.11  -0.07
O: -2.03 1.44 -0.67  -0.71
H: 2.18 0.27 -0.63  0.17
H: 2.21 1.87 0.15  0.19
H: 2.32 0.40 1.14  0.17
H: -0.01 -0.08 -1.39  0.17
H: 1.17 -1.71 0.24  0.22
H: -0.32 -2.31 -0.49  0.22
H: -0.32 -1.73 1.19  0.21
H: -2.35 -0.56 -0.60  0.18
H: -1.92 0.16 0.97  0.16
H: -1.38 2.05 -0.31  0.47

Charge: 0
SMILES string: CO[C@@H](C)CO

#ii
This record from OMol25 describes an isolated molecule of C4H10O2. The level of theory is ωB97M-V/def2-TZVPD.

Each line ends with the natural charge from an NBO analysis.
Positions of all 16 atoms, in Å:
C: -0.28 -2.26 -0.47  -0.25
O: 0.31 -0.98 -0.50  -0.56
C: -0.62 0.08 -0.64  -0.07
C: 0.10 1.39 -0.36  -0.45
C: 0.54 1.54 1.09  -0.05
O: 1.39 0.51 1.53  -0.74
H: -0.78 -2.49 -1.42  0.17
H: 0.53 -2.97 -0.30  0.20
H: -1.01 -2.33 0.35  0.17
H: -1.45 -0.06 0.07  0.16
H: -1.05 0.07 -1.66  0.17
H: 0.97 1.46 -1.02  0.21
H: -0.57 2.23 -0.61  0.22
H: 1.08 2.48 1.21  0.17
H: -0.36 1.60 1.73  0.15
H: 1.19 -0.27 1.00  0.49

Charge: 0
SMILES string: COCCCO

#iii
This record from OMol25 describes a cluster of 2 separate species, C4H10O2 in total. The level of theory is ωB97M-V/def2-TZVPD.

Each line ends with the natural charge from an NBO analysis.
Positions of all 16 atoms, in Å:
C: -1.97 -0.31 0.27  -0.79
C: -1.15 0.37 1.34  0.28
O: -0.14 -0.37 1.73  -0.67
C: 0.55 1.17 -0.86  -0.63
C: 1.58 0.08 -0.65  -0.07
O: 0.95 -1.21 -0.66  -0.75
H: -2.86 -0.66 0.82  0.25
H: -2.34 0.41 -0.47  0.24
H: -1.51 -1.17 -0.26  0.20
H: -0.05 1.38 0.03  0.22
H: 0.03 -1.15 1.15  0.48
H: 1.05 2.11 -1.12  0.22
H: -0.14 0.90 -1.68  0.21
H: 2.10 0.22 0.31  0.17
H: 2.32 0.12 -1.46  0.17
H: 1.65 -1.88 -0.72  0.48

Charge: 0

Which structure is the least stable? The one labeled #iii.

#i
This record from OMol25 describes a structure of composition C2H8N2O2. The level of theory is ωB97M-V/def2-TZVPD.

Each line ends with the natural charge from an NBO analysis.
Positions of all 14 atoms, in Å:
C: -0.42 -0.62 -0.63  0.42
C: 0.17 -1.86 -0.01  -0.70
N: 0.01 0.77 1.76  -0.43
N: 0.43 1.87 -0.62  -0.52
O: -1.51 -0.09 -0.25  -0.75
O: 0.73 0.62 -0.05  -0.29
H: -0.32 -0.66 -1.74  0.12
H: -1.00 0.90 1.68  0.37
H: 0.42 1.70 1.72  0.34
H: 1.09 2.02 -1.38  0.36
H: -0.54 1.81 -0.93  0.37
H: 0.39 -1.66 1.04  0.24
H: 1.10 -2.13 -0.51  0.21
H: -0.54 -2.68 -0.10  0.23

Charge: 0

#ii
This record from OMol25 describes a cluster of 2 separate species, C2H8N2O2 in total. The level of theory is ωB97M-V/def2-TZVPD.

Each line ends with the natural charge from an NBO analysis.
Positions of all 14 atoms, in Å:
C: 1.80 -0.50 1.19  -0.42
N: 0.66 0.01 0.40  -0.62
C: 0.77 0.03 -0.97  0.78
N: -0.48 -0.01 -1.63  -0.88
O: 1.79 0.27 -1.58  -0.63
H: 1.97 0.13 2.04  0.20
H: 2.57 -0.54 0.42  0.24
H: 1.64 -1.51 1.48  0.19
H: -0.25 -0.32 0.67  0.36
H: -1.17 0.65 -1.31  0.40
H: -0.37 0.07 -2.63  0.39
O: -2.83 0.83 0.38  -0.94
H: -2.44 0.00 0.67  0.46
H: -3.65 0.89 0.87  0.48

Charge: 0
SMILES string: CNC(N)=O.O

#iii
This record from OMol25 describes a cluster of 2 separate species, C2H8N2O2 in total. The level of theory is ωB97M-V/def2-TZVPD.

Each line ends with the natural charge from an NBO analysis.
Positions of all 14 atoms, in Å:
C: -0.51 0.31 -0.82  -0.37
C: -1.44 0.23 0.31  -0.05
N: 0.55 -0.68 -0.85  0.00
N: 0.86 -1.10 0.37  -0.71
O: 1.73 0.13 -1.56  -0.69
O: -0.05 0.90 1.78  -0.91
H: 1.99 -0.52 -2.23  0.46
H: -0.32 0.75 2.70  0.48
H: 1.62 -1.78 0.30  0.35
H: 0.55 0.05 1.46  0.49
H: -0.06 1.30 -0.87  0.28
H: -1.10 0.21 -1.74  0.26
H: -2.30 0.90 0.29  0.20
H: -1.51 -0.69 0.86  0.22

Charge: 0

#iv
This record from OMol25 describes a cluster of 2 separate species, C2H8N2O2 in total. The level of theory is ωB97M-V/def2-TZVPD.

Each line ends with the natural charge from an NBO analysis.
Positions of all 14 atoms, in Å:
C: 0.77 0.05 1.41  -0.16
N: 0.81 -0.76 0.40  -0.37
C: -0.36 -1.50 0.08  0.06
O: -0.47 -1.74 -1.28  -0.72
H: 0.05 -0.08 2.23  0.17
H: 1.69 0.55 1.67  0.19
H: -0.28 -2.49 0.56  0.18
H: -1.27 -0.99 0.47  0.13
H: -0.27 -0.91 -1.73  0.49
N: -0.38 2.01 -0.53  -0.53
O: 0.14 1.10 -1.48  -0.61
H: -0.21 1.45 0.46  0.33
H: -1.35 2.14 -0.84  0.35
H: 1.11 1.17 -1.42  0.48

Charge: 0
SMILES string: C=NCO.NO

Which structure is the least stable? The one labeled #iii.

#i
This record from OMol25 describes a cluster of 2 separate species, C2H8N2O2 in total. The level of theory is ωB97M-V/def2-TZVPD.

Each line ends with the natural charge from an NBO analysis.
Positions of all 14 atoms, in Å:
N: 1.06 -0.71 2.75  -0.82
C: 0.76 -0.98 4.05  0.52
O: 1.10 -1.98 4.62  -0.59
H: 1.50 -1.38 2.15  0.40
H: 0.54 0.00 2.26  0.38
H: 0.24 -0.15 4.56  0.11
N: -1.02 1.45 -2.02  -0.86
C: -0.73 0.25 -2.76  0.07
O: 0.67 0.12 -2.97  -0.72
H: -1.88 1.88 -2.33  0.37
H: -1.00 1.16 -1.05  0.37
H: -0.87 -0.65 -2.18  0.15
H: -1.31 0.05 -3.66  0.16
H: 0.95 0.93 -3.41  0.46

Charge: 0
SMILES string: NC=O.NCO

#ii
This record from OMol25 describes a cluster of 2 separate species, C2H8N2O2 in total. The level of theory is ωB97M-V/def2-TZVPD.

Each line ends with the natural charge from an NBO analysis.
Positions of all 14 atoms, in Å:
N: -1.80 -0.21 -1.79  -0.90
C: -1.59 -0.23 -0.41  0.56
O: -2.14 -0.84 0.47  -0.55
H: -2.29 0.58 -2.17  0.40
H: -1.87 -1.05 -2.34  0.39
H: -0.99 0.64 -0.13  0.10
N: 1.96 0.24 1.70  -0.89
C: 1.89 0.88 0.45  0.08
O: 1.18 0.10 -0.54  -0.74
H: 1.14 0.29 2.28  0.38
H: 2.81 0.01 2.18  0.39
H: 1.41 1.86 0.50  0.16
H: 2.88 0.99 0.00  0.16
H: 1.36 -0.80 -0.24  0.47

Charge: 0
SMILES string: NC=O.NCO

#iii
This record from OMol25 describes a cluster of 2 separate species, C2H8N2O2 in total. The level of theory is ωB97M-V/def2-TZVPD.

Each line ends with the natural charge from an NBO analysis.
Positions of all 14 atoms, in Å:
N: 1.29 -1.44 1.56  -0.83
C: 0.47 -0.20 1.54  -0.32
C: 0.57 0.22 0.05  0.68
N: 1.71 0.89 -0.25  -0.83
O: -0.28 -0.15 -0.73  -0.61
H: 1.62 -1.57 2.51  0.36
H: 0.64 -2.16 1.26  0.37
H: -0.61 -0.27 1.69  0.20
H: 0.90 0.56 2.19  0.19
H: 2.30 1.24 0.47  0.39
H: 2.06 0.86 -1.19  0.40
O: -3.70 0.79 -2.68  -0.92
H: -3.82 1.17 -3.56  0.46
H: -3.15 0.07 -2.86  0.47

Charge: 0
SMILES string: NCC(N)=O.O

Which structure is the least stable? The one labeled #ii.

#i
This record from OMol25 describes a structure of composition C5H13N2O. The level of theory is ωB97M-V/def2-TZVPD.

Each line ends with the Mulliken spin population.
Positions of all 21 atoms, in Å:
N: -0.78 -0.52 -1.39  0.01
C: -1.27 0.25 -0.23  0.04
C: -0.30 1.44 0.05  0.00
C: -1.89 -0.53 0.93  -0.08
N: -3.08 -0.95 0.22  0.96
C: 2.74 0.34 0.57  0.00
C: 2.48 -0.49 -0.66  0.00
O: 1.70 -1.63 -0.69  0.00
H: 0.07 -1.10 -1.13  0.01
H: -1.52 -1.23 -1.54  0.00
H: -2.22 0.75 -0.65  0.00
H: -0.87 2.22 0.51  0.00
H: 0.09 1.76 -0.86  0.00
H: 0.47 1.18 0.81  0.00
H: -1.18 -1.29 1.25  0.01
H: -2.17 0.32 1.66  0.08
H: -3.45 -1.83 0.75  -0.03
H: 2.96 1.40 0.81  0.00
H: 3.19 -0.24 1.36  0.00
H: 3.25 -0.29 -1.45  0.00
H: 1.79 0.44 -0.30  0.00

Charge: 0
Multiplicity: 2

#ii
This record from OMol25 describes an isolated molecule of C5H13N2O. The level of theory is ωB97M-V/def2-TZVPD.

Each line ends with the Mulliken spin population.
Positions of all 21 atoms, in Å:
C: -1.65 0.06 0.97  0.03
O: -1.24 0.23 2.35  -0.57
C: -0.72 0.91 0.09  1.09
C: -0.24 0.19 -1.18  -0.25
C: 0.89 -0.80 -1.02  0.32
C: 1.81 -0.89 -1.98  -0.13
N: 0.95 -1.60 0.10  0.08
N: 0.44 1.48 0.83  1.40
H: -1.62 -1.01 0.76  -0.03
H: -2.65 0.47 0.86  0.05
H: -1.98 -0.07 2.92  0.20
H: -1.38 1.73 -0.20  0.57
H: 0.10 0.90 -1.93  -0.24
H: -1.13 -0.34 -1.55  0.04
H: 2.58 -1.64 -1.91  0.00
H: 1.79 -0.32 -2.89  -0.05
H: 1.54 -2.42 0.08  0.02
H: 0.16 -1.69 0.72  -0.09
H: 0.25 1.80 1.80  -0.25
H: 0.92 2.23 0.24  -0.84
H: 1.17 0.77 0.94  -0.36

Charge: 0
Multiplicity: 2

Which structure is the least stable? The one labeled #i.